Computed, not measured: the molecule C9H9N3O2 at a distorted geometry, with ωB97M-V/def2-TZVPD.

```
23
Properties=species:S:1:pos:R:3:forces:R:3:lowdin_charge:R:1
N -1.635 0.231 -3.157 -0.61 0.27 -0.40 0.160
C -0.732 0.042 -2.477 1.40 -1.14 0.15 -0.210
C 0.470 -0.349 -1.759 0.50 0.41 0.07 -0.137
C 1.474 -1.076 -2.469 -1.30 -0.39 1.56 -0.048
C 2.655 -1.463 -1.864 -0.50 -0.98 -0.64 -0.101
C 2.938 -1.043 -0.532 0.95 -0.89 -1.75 -0.062
C 1.983 -0.292 0.105 1.58 -0.22 0.19 -0.041
C 0.749 0.043 -0.432 -0.65 0.59 -0.83 -0.205
N -0.032 0.834 0.383 1.36 -1.05 -2.21 0.042
C -1.301 1.308 -0.025 -1.28 -2.07 2.14 -0.128
C -2.424 0.574 0.759 -2.76 0.62 -2.45 0.004
N -2.386 0.347 2.013 -0.15 0.55 1.68 -0.370
O -1.451 0.401 2.783 2.03 0.28 1.09 -0.001
O -3.598 0.104 2.635 -2.61 -0.74 -1.03 0.039
H 1.107 -1.590 -3.337 0.36 0.24 -0.74 0.110
H 3.168 -2.263 -2.461 0.23 1.13 1.07 0.116
H 3.959 -1.350 -0.163 -1.49 0.69 0.19 0.126
H 2.240 0.195 1.023 0.08 -0.11 0.73 0.110
H 0.506 1.081 1.181 -0.80 0.70 0.92 0.120
H -1.515 1.185 -1.063 0.16 -0.32 -0.32 0.062
H -1.402 2.338 0.104 -0.19 1.90 0.74 0.111
H -3.487 0.434 0.332 2.05 0.37 0.57 0.164
H -3.640 0.107 3.615 1.65 0.15 -0.73 0.139
```
Forces are in eV/Å.

Output
LUMO, Ha: 0.0181
E_HOMO, eV: -8.3
ΔE to the lowest compared entry with this formula, charge and spin, eV: 6.5359
SMILES: N#Cc1ccccc1NC/C=[N+](\[O-])O
Gap between HOMO and LUMO, Ha: 0.3234
DFT total energy, eV: -18039.2184

---

Computed, not measured: a cluster of 2 separate species, C9H9N3O2 in total at a distorted geometry, with ωB97M-V/def2-TZVPD.

```
23
Properties=species:S:1:pos:R:3:forces:R:3:lowdin_charge:R:1
O 1.481 2.508 -0.610 -0.39 0.17 -0.14 0.093
C 1.557 1.435 -0.083 0.61 -0.68 1.80 -0.466
C 1.267 1.091 1.361 -0.01 2.96 -0.95 -0.025
C 1.366 -0.174 1.754 -0.44 -2.27 -0.89 -0.109
N 1.675 -1.277 0.853 1.84 0.67 -1.21 0.065
C 2.529 -0.915 -0.389 0.67 -3.34 4.15 -0.324
O 3.441 -1.799 -0.611 -4.06 4.68 -0.81 0.008
N 2.131 0.365 -0.828 0.38 -2.98 1.85 0.183
H 1.006 2.028 2.042 0.50 -2.55 -1.50 0.163
H 1.020 -0.367 2.759 0.36 -0.72 0.06 0.110
H 1.911 -2.320 1.078 -0.56 3.09 0.27 0.175
H 2.397 0.597 -1.717 1.06 0.96 -2.65 0.115
C -3.017 -1.536 -0.201 1.07 -1.56 -0.61 -0.093
C -3.765 -0.592 0.433 -2.23 -0.57 1.48 -0.105
C -3.428 0.727 0.304 -1.30 0.70 2.62 -0.177
N -2.377 1.170 -0.341 -0.59 2.83 0.92 0.069
C -1.602 0.317 -0.884 -0.32 -3.24 -0.75 -0.168
C -1.912 -1.062 -0.867 1.23 0.58 -0.67 -0.062
H -3.154 -2.637 -0.156 -0.29 0.97 0.08 0.121
H -4.625 -0.855 1.116 1.03 0.25 -0.99 0.124
H -3.969 1.386 1.048 0.54 -0.11 -1.54 0.124
H -0.725 0.639 -1.368 0.97 0.52 -0.62 0.082
H -1.208 -1.695 -1.387 -0.10 -0.37 0.08 0.097
```
Forces are in eV/Å.

Output
LUMO, Ha: 0.0206
E_HOMO, eV: -9.5
ΔE to the lowest compared entry with this formula, charge and spin, eV: 3.1059
SMILES: O=c1cc[nH]c(=O)[nH]1.c1ccncc1
Gap between HOMO and LUMO, Ha: 0.3680
DFT total energy, eV: -18042.6484

---

Computed, not measured: the molecule C9H9NO at a distorted geometry, with ωB97M-V/def2-TZVPD.

```
20
Properties=species:S:1:pos:R:3:forces:R:3:lowdin_charge:R:1
C -2.809 -0.030 0.003 -2.27 0.63 0.28 -0.141
C -2.610 -1.351 0.240 1.55 -2.27 0.17 -0.091
C -1.860 0.882 -0.019 1.45 1.17 -0.46 -0.051
C -1.326 -1.830 0.190 0.26 0.52 0.08 -0.027
C -0.514 0.460 -0.005 2.12 0.44 -0.20 -0.180
C -0.250 -0.952 -0.024 -1.17 0.36 0.13 -0.230
C 0.539 1.357 0.122 -0.04 0.38 0.72 -0.063
C 1.290 2.408 0.353 1.35 1.14 -1.55 -0.052
C 2.172 -0.679 -0.260 1.01 -0.06 -0.43 -0.168
N 1.006 -1.425 -0.083 3.48 -2.23 0.84 0.052
O 3.357 -1.297 0.224 -3.19 -0.96 0.87 -0.012
H -3.745 0.420 -0.103 -1.88 -0.06 0.05 0.093
H -3.304 -2.098 0.535 -1.19 -0.02 -0.15 0.098
H -2.197 1.905 -0.148 0.71 0.08 0.10 0.125
H -1.153 -2.868 0.406 0.26 -0.37 -0.11 0.105
H 2.025 2.511 1.216 -1.23 -0.23 -0.95 0.068
H 1.484 3.214 -0.494 -0.57 -1.45 1.70 0.086
H 2.365 -0.146 -1.212 -0.64 -0.12 0.67 0.129
H 1.226 -2.406 0.312 -0.80 2.08 -0.83 0.194
H 4.168 -0.969 -0.105 0.80 0.95 -0.91 0.064
```
Forces are in eV/Å.

Output
LUMO (spin up / spin down), Ha: 0.0056 / 0.0258
E_HOMO (spin up / spin down), eV: -6.6 / -6.4
ΔE to the lowest compared entry with this formula, charge and spin, eV: 5.7415
Gap between HOMO and LUMO (spin up / spin down), Ha: 0.2488 / 0.2628
DFT total energy, eV: -13011.4441

---

Computed, not measured: the molecule C9H9NO at a distorted geometry, with ωB97M-V/def2-TZVPD.

```
20
Properties=species:S:1:pos:R:3:forces:R:3:lowdin_charge:R:1
O -1.275 2.327 0.120 -0.40 -2.66 -0.27 0.075
C -1.195 1.093 0.023 -3.76 2.11 -0.46 -0.370
C -2.355 0.061 0.114 0.95 1.56 2.84 -0.092
C -2.075 -1.313 -0.454 -1.14 2.21 -0.04 -0.184
C -0.777 -1.718 0.218 -3.35 -7.52 0.71 -0.226
C 0.337 -0.941 0.081 4.12 4.88 -0.12 -0.178
C 1.784 -1.285 0.197 -0.21 -1.86 -1.27 0.013
C 2.841 -0.405 -0.067 -7.02 1.76 0.28 0.001
C 2.296 0.975 -0.249 4.29 -2.72 0.46 -0.142
N 1.102 1.258 0.019 -1.76 2.22 -1.91 0.121
C 0.031 0.410 -0.016 6.33 -0.48 0.99 -0.180
H -3.381 0.401 -0.118 0.71 0.38 0.72 0.122
H -1.978 0.023 1.326 -2.36 -0.31 -2.28 0.204
H -1.959 -1.159 -1.508 1.06 0.16 -0.95 0.109
H -3.075 -1.837 -0.591 1.58 -0.55 1.62 0.142
H -0.862 -2.093 1.301 -0.41 0.72 -1.25 0.173
H -0.550 -2.630 -0.309 0.31 -1.21 0.04 0.118
H 2.077 -2.396 0.231 -0.81 1.62 0.42 0.129
H 3.809 -0.674 0.048 2.89 -0.68 -0.14 0.056
H 3.093 1.684 -0.564 -1.01 0.35 0.62 0.111
```
Forces are in eV/Å.

Output
LUMO, Ha: -0.0042
E_HOMO, eV: -8.9
ΔE to the lowest compared entry with this formula, charge and spin, eV: 4.3519
SMILES: O=C1CCCc2cccnc21
Gap between HOMO and LUMO, Ha: 0.3223
DFT total energy, eV: -13012.8337

---

Computed, not measured: the molecule C9H9NO4 at a distorted geometry, with ωB97M-V/def2-TZVPD.

```
23
Properties=species:S:1:pos:R:3:forces:R:3:lowdin_charge:R:1
O 2.438 2.403 -1.104 1.31 0.41 -0.34 0.123
N 1.368 1.884 -1.093 -2.82 -0.09 -0.87 -0.337
O 0.722 1.441 -2.039 1.06 0.24 0.53 0.095
C 0.674 1.801 0.252 2.29 -2.31 0.35 -0.336
O 1.191 2.665 1.097 -1.09 0.32 1.30 0.127
C -0.845 1.784 0.310 0.80 0.67 -0.48 -0.049
C -1.282 0.562 1.206 1.25 0.27 -1.42 -0.086
C -0.796 -0.707 0.507 0.72 -1.07 0.27 -0.136
C -1.561 -1.821 0.115 1.37 0.97 -1.00 -0.016
C -0.986 -2.885 -0.646 -1.25 1.22 3.26 -0.104
C 0.360 -2.898 -0.781 3.20 -1.01 -3.71 -0.110
C 1.231 -1.842 -0.443 -4.49 -0.25 1.41 0.008
C 0.610 -0.808 0.251 0.69 1.99 -0.44 -0.214
O 1.478 0.287 0.492 -3.20 1.42 0.38 -0.010
H 2.043 3.054 0.925 0.87 -0.44 -0.76 0.126
H -1.163 1.882 -0.785 -0.14 -1.05 1.66 0.149
H -1.085 2.786 0.745 0.02 -0.97 -0.01 0.136
H -2.295 0.684 1.425 -2.12 -0.52 -0.56 0.089
H -0.941 0.624 2.241 1.09 0.26 -0.24 0.129
H -2.613 -1.730 0.201 -0.94 -0.28 0.39 0.094
H -1.546 -3.796 -0.661 -0.41 -0.31 -1.04 0.095
H 0.764 -3.628 -1.594 -0.45 0.71 2.04 0.137
H 2.234 -1.742 -0.621 2.25 -0.19 -0.71 0.091
```
Forces are in eV/Å.

Output
LUMO, Ha: -0.0024
E_HOMO, eV: -8.7
ΔE to the lowest compared entry with this formula, charge and spin, eV: 4.7178
SMILES: O=[N+]([O-])[C@@]1(O)CCc2ccccc2O1
Gap between HOMO and LUMO, Ha: 0.3158
DFT total energy, eV: -19154.2444

---

Computed, not measured: a cluster of 2 separate species, C9H9O4P in total at a distorted geometry, with ωB97M-V/def2-TZVPD.

```
23
Properties=species:S:1:pos:R:3:forces:R:3:lowdin_charge:R:1
C -1.475 -0.929 -1.712 -1.44 -1.71 -2.23 -0.207
C -0.497 -1.428 -2.580 -1.51 -1.56 -1.23 -0.206
C -1.109 -0.119 -0.708 -3.02 1.56 2.99 -0.172
C 0.786 -1.038 -2.392 3.11 -1.26 -1.31 -0.282
C 0.200 0.163 -0.415 1.46 1.14 -0.31 -0.314
C 1.217 -0.289 -1.316 0.45 0.98 1.28 -0.105
C 5.368 1.672 1.266 0.98 1.58 -0.06 -0.765
C -0.117 0.863 2.075 -2.97 -1.05 -1.83 -0.157
C 0.591 1.098 0.757 1.92 -1.06 0.34 -0.251
O 6.364 1.720 1.976 -0.36 -0.83 0.09 -0.031
O 3.564 2.124 3.515 -0.30 -0.31 -1.35 -0.432
O 5.007 2.122 0.219 -0.50 -0.47 -0.43 0.010
O 4.192 -0.299 3.310 -0.11 -1.01 -0.60 -0.422
P 3.966 0.983 2.618 0.44 1.14 2.49 0.632
H -2.564 -1.134 -1.797 0.87 -0.18 -0.32 0.077
H -0.664 -2.213 -3.381 -0.41 1.04 0.81 0.079
H -2.102 0.222 -0.101 2.58 -0.29 -0.79 0.122
H 1.635 -1.514 -3.149 -2.05 1.16 1.60 0.085
H -1.160 1.195 1.825 0.38 0.01 0.75 0.052
H 0.267 1.482 2.831 0.57 0.48 1.28 0.034
H -0.306 -0.202 2.334 0.84 0.56 0.12 0.078
H 1.707 0.907 0.962 -1.41 0.59 -0.81 0.072
H 0.414 2.178 0.574 0.48 -0.51 -0.49 0.103
```
Forces are in eV/Å.

Output
LUMO, Ha: 0.2176
E_HOMO, eV: 0.2
Total charge: -2
ΔE to the lowest compared entry with this formula, charge and spin, eV: 2.5057
Gap between HOMO and LUMO, Ha: 0.2106
DFT total energy, eV: -26956.1555